(1)
Formula: C41H38Br4N8O2SeTa
Source: the Open Molecules 2025 dataset
Level of theory: ωB97M-V with the def2-TZVPD basis set

LUMO energy: -9.57 eV
energy above the lowest of the compared OMol25 structures with the same formula, charge and spin: 0.0 kcal per mole
gap between HOMO and LUMO: 5.76 eV
net charge: +3

XYZ file:
```
95
Properties=species:S:1:pos:R:3:mulliken_charge:R:1
Ta 0.267 -0.116 0.123 3.369
C -1.868 -3.068 6.167 -1.525
C -2.809 -1.963 5.656 1.769
C -2.876 -0.849 6.704 -2.038
C -4.221 -2.543 5.440 -1.590
C -2.304 -1.454 4.326 0.541
C -2.135 -0.096 4.042 -1.144
C -1.573 0.289 2.847 -0.351
N -1.205 -0.573 1.884 0.023
C -1.465 -1.888 2.092 0.034
C -1.985 -2.337 3.287 -0.767
C -1.190 -2.780 0.949 0.237
C -1.557 -4.110 0.915 -0.600
C -1.321 -4.898 -0.217 0.357
C -0.746 -4.246 -1.315 -0.886
C -0.398 -2.922 -1.221 -0.929
N -0.593 -2.194 -0.108 0.292
C -1.663 -6.367 -0.281 1.864
C -2.684 -6.585 -1.414 -1.559
C -0.369 -7.146 -0.592 -1.545
C -2.249 -6.888 1.032 -2.061
H -2.240 -3.436 7.122 0.472
H -0.859 -2.681 6.327 0.349
H -1.812 -3.922 5.491 0.374
H -3.130 -1.283 7.670 0.437
H -3.648 -0.115 6.466 0.390
H -1.917 -0.340 6.814 0.463
H -4.613 -2.884 6.398 0.472
H -4.211 -3.393 4.756 0.336
H -4.900 -1.786 5.045 0.395
H -2.421 0.664 4.754 0.605
H -1.404 1.338 2.649 0.212
H -2.150 -3.395 3.431 0.477
H -2.054 -4.553 1.764 0.667
H -0.575 -4.767 -2.246 0.633
H 0.055 -2.412 -2.064 0.470
H -2.277 -6.319 -2.390 0.362
H -3.591 -6.002 -1.244 0.376
H -2.959 -7.639 -1.444 0.469
H 0.076 -6.843 -1.540 0.361
H -0.602 -8.208 -0.659 0.455
H 0.367 -7.009 0.203 0.367
H -3.204 -6.413 1.268 0.455
H -1.557 -6.752 1.866 0.467
H -2.435 -7.956 0.936 0.424
Se 0.450 7.099 3.354 0.428
N -0.763 6.238 2.431 -0.839
C -0.254 5.080 2.087 0.826
C -0.951 4.086 1.304 0.431
C -2.237 4.280 0.781 -0.576
C -2.807 3.283 0.019 -1.118
C -2.105 2.101 -0.184 -0.257
N -0.892 1.893 0.326 -0.119
C -0.298 2.877 1.041 -0.433
C 1.065 2.648 1.466 0.017
N 1.648 1.488 1.073 -0.083
C 2.945 1.302 1.325 -0.186
C 3.709 2.216 2.036 -1.235
C 3.117 3.375 2.492 -0.718
C 1.772 3.617 2.185 0.516
C 1.091 4.842 2.534 0.825
N 1.632 5.813 3.228 -0.828
H -2.742 5.218 0.974 0.628
H -3.785 3.405 -0.424 0.482
H -2.528 1.303 -0.781 0.606
H 3.388 0.395 0.935 0.558
H 4.755 2.012 2.215 0.516
H 3.663 4.120 3.058 0.618
Br 3.374 -1.251 -6.028 -0.084
C 2.142 -0.755 -4.705 0.324
C 0.845 -0.327 -5.055 0.359
Br 0.333 -0.248 -6.857 -0.081
C -0.076 0.020 -4.066 -0.327
Br -1.845 0.528 -4.442 -0.091
C 0.313 -0.027 -2.737 -0.298
O -0.433 0.212 -1.648 -0.921
C 1.610 -0.428 -2.394 0.279
O 1.798 -0.478 -1.064 0.205
C 2.514 -0.823 -3.365 -0.562
Br 4.180 -1.472 -2.778 -0.068
C 4.068 -4.175 1.053 -1.367
C 3.167 -3.103 1.540 0.460
C 2.897 -2.639 2.818 -1.084
C 1.988 -1.595 2.675 0.165
N 1.682 -1.432 1.373 0.683
N 2.412 -2.371 0.707 0.317
C 1.428 -0.745 3.763 -0.864
H 4.591 -4.645 1.881 0.425
H 4.808 -3.774 0.359 0.312
H 3.500 -4.942 0.524 0.287
H 3.336 -2.991 3.737 0.595
H 2.512 -2.323 -0.296 -0.113
H 2.217 -0.518 4.479 0.575
H 0.643 -1.275 4.304 -0.146
H 1.024 0.191 3.381 -0.016
```

***

(2)
Formula: C41H38FIN7O14P
Source: the Open Molecules 2025 dataset
Level of theory: ωB97M-V with the def2-TZVPD basis set

LUMO energy: -1.38 eV
gap between HOMO and LUMO: 8.14 eV

XYZ file:
```
103
Properties=species:S:1:pos:R:3:mulliken_charge:R:1
C 5.072 3.855 1.807 -0.980
C 4.360 4.164 0.523 0.704
O 4.904 4.543 -0.481 -0.553
O 3.028 3.956 0.602 -0.255
C 2.230 4.619 -0.377 -0.714
C 0.875 4.933 0.218 0.198
C -0.017 5.600 -0.832 -1.698
C -1.479 5.511 -0.478 0.980
C -2.230 6.655 -0.018 -0.632
I -1.265 8.512 0.117 0.060
C -3.539 6.569 0.350 0.697
C -4.377 7.708 0.861 -1.289
C -5.560 8.015 -0.032 0.032
N -5.493 8.483 -1.203 -0.695
C -4.175 5.303 0.262 0.138
N -5.466 5.196 0.657 -0.408
C -6.013 4.017 0.565 -0.596
C -5.307 2.906 0.043 -0.074
P -6.045 1.258 -0.097 0.992
O -5.220 0.262 0.580 -0.672
O -7.513 1.380 0.525 -0.563
O -6.219 0.935 -1.646 -0.538
N -4.066 2.984 -0.349 -0.270
C -3.468 4.188 -0.216 0.292
C -2.107 4.312 -0.578 0.460
C -1.429 3.060 -1.062 -1.491
C -1.244 2.065 0.048 0.566
O -1.508 2.201 1.198 -0.483
F -0.695 0.914 -0.411 -0.193
H 5.848 4.599 1.952 0.334
H 4.382 3.880 2.645 0.299
H 5.530 2.871 1.745 0.229
H 2.099 3.984 -1.256 0.244
H 2.715 5.535 -0.709 0.397
H 0.983 5.587 1.085 0.325
H 0.408 4.023 0.596 0.207
H 0.129 5.103 -1.794 0.257
H 0.288 6.627 -0.976 0.765
H -4.752 7.439 1.848 0.231
H -3.796 8.616 0.983 0.586
H -6.548 7.838 0.385 0.404
H -4.516 8.606 -1.482 0.277
H -7.032 3.896 0.906 0.589
H -8.205 1.548 -0.124 0.349
H -6.764 1.551 -2.150 0.350
H -2.071 2.585 -1.804 0.615
H -0.481 3.251 -1.558 0.476
C 0.929 -1.899 -0.120 -0.592
C 1.791 -1.656 -1.181 -0.360
C 3.139 -1.442 -0.948 -0.526
C 3.602 -1.481 0.353 -0.037
C 2.761 -1.715 1.426 -0.277
C 1.413 -1.922 1.182 -0.630
N 5.036 -1.272 0.602 1.122
O 5.748 -1.028 -0.351 -0.636
O 5.432 -1.368 1.748 -0.607
H -0.124 -2.064 -0.305 0.460
H 1.413 -1.631 -2.194 0.484
H 3.812 -1.245 -1.768 0.581
H 3.150 -1.727 2.434 0.573
H 0.739 -2.101 2.008 0.436
C -7.518 -2.609 2.420 -0.477
C -6.224 -2.398 1.963 -0.005
C -5.240 -3.336 2.235 -0.710
C -5.575 -4.466 2.957 0.138
C -6.857 -4.691 3.424 -0.529
C -7.834 -3.749 3.150 -0.335
N -4.532 -5.470 3.234 1.032
O -3.408 -5.243 2.834 -0.615
O -4.857 -6.468 3.845 -0.612
H -8.287 -1.877 2.207 0.390
H -5.968 -1.508 1.395 0.417
H -4.229 -3.187 1.889 0.547
H -7.086 -5.582 3.988 0.449
H -8.843 -3.906 3.507 0.376
C 4.464 -4.873 -5.250 -0.452
C 3.335 -5.219 -5.982 -0.386
C 2.342 -4.282 -6.217 -0.417
C 2.504 -3.006 -5.712 0.001
C 3.617 -2.641 -4.980 -0.254
C 4.603 -3.586 -4.746 -0.457
N 1.460 -1.999 -5.966 1.029
O 0.483 -2.345 -6.596 -0.605
O 1.636 -0.881 -5.522 -0.610
H 5.237 -5.608 -5.072 0.383
H 3.228 -6.222 -6.372 0.376
H 1.459 -4.539 -6.782 0.452
H 3.722 -1.638 -4.595 0.522
H 5.480 -3.317 -4.174 0.415
C 4.957 -4.828 2.373 0.093
C 6.190 -4.481 1.839 -0.107
C 7.259 -5.357 1.941 -0.668
C 7.067 -6.569 2.578 0.003
C 5.849 -6.932 3.121 -0.387
C 4.788 -6.048 3.015 -0.611
N 8.197 -7.510 2.673 1.008
O 9.261 -7.162 2.206 -0.605
O 7.995 -8.579 3.212 -0.612
H 4.122 -4.145 2.288 0.260
H 6.327 -3.533 1.343 0.321
H 8.225 -5.103 1.531 0.448
H 5.733 -7.884 3.615 0.460
H 3.826 -6.314 3.432 0.389
```

***

(3)
Formula: C41H38GeMnN5S2
Source: the Open Molecules 2025 dataset
Level of theory: ωB97M-V with the def2-TZVPD basis set

LUMO energy (spin up / spin down): -6.66 / -6.04 eV
gap between HOMO and LUMO (spin up / spin down): 5.83 / 6.45 eV
net charge: +2
spin multiplicity: 5

XYZ file:
```
88
Properties=species:S:1:pos:R:3:mulliken_charge:R:1
Mn -0.256 -0.842 0.104 0.770
C -2.482 -1.820 -2.958 -1.266
C -1.075 -2.335 -3.053 0.920
C -0.691 -3.004 -4.216 -0.824
C 0.594 -3.487 -4.339 -0.951
C 1.478 -3.289 -3.291 -1.046
C 1.036 -2.619 -2.162 0.787
N -0.224 -2.153 -2.036 0.115
C 1.920 -2.487 -0.979 0.778
C 3.278 -2.781 -0.979 -0.883
C 3.958 -2.795 0.228 -1.025
C 3.263 -2.595 1.412 -0.813
C 1.913 -2.293 1.340 0.729
N 1.297 -2.160 0.158 0.429
C 1.001 -2.197 2.504 0.767
C 1.392 -2.582 3.775 -0.871
C 0.451 -2.567 4.795 -0.778
C -0.842 -2.178 4.506 -0.841
C -1.172 -1.794 3.207 0.704
C -2.559 -1.352 2.862 -0.955
N -0.259 -1.800 2.231 0.044
H -3.002 -1.991 -3.897 0.492
H -2.505 -0.750 -2.755 0.126
H -3.035 -2.335 -2.170 0.303
H -1.409 -3.135 -5.013 0.484
H 0.905 -4.017 -5.229 0.482
H 2.482 -3.679 -3.352 0.376
H 3.806 -2.994 -1.896 0.452
H 5.020 -3.001 0.250 0.482
H 3.773 -2.667 2.361 0.460
H 2.401 -2.909 3.973 0.410
H 0.727 -2.870 5.796 0.509
H -1.603 -2.166 5.274 0.507
H -3.188 -1.306 3.747 0.433
H -3.007 -2.057 2.158 0.320
H -2.537 -0.371 2.385 -0.199
S 0.346 0.309 -5.808 -0.021
C 0.884 0.759 -7.366 -0.400
C 1.825 1.737 -7.312 -0.616
C 2.123 2.133 -5.987 -0.541
C 1.406 1.452 -5.039 0.399
C 1.448 1.603 -3.590 0.427
C 0.797 0.680 -2.743 0.505
N 0.792 0.741 -1.426 0.886
C 1.436 1.772 -0.835 -1.092
C 2.115 2.752 -1.582 0.855
C 2.771 3.826 -0.899 -1.103
C 2.745 3.912 0.446 -1.174
C 2.055 2.936 1.235 0.707
C 2.000 3.006 2.631 -0.746
C 1.294 2.056 3.346 0.440
C 0.649 1.051 2.600 0.147
N 0.702 0.944 1.286 0.808
C 1.397 1.872 0.592 -0.755
C 1.203 2.061 4.800 0.400
C 0.392 1.301 5.607 -0.294
C 0.568 1.563 6.983 -0.761
C 1.512 2.517 7.213 -0.366
S 2.202 3.097 5.766 -0.180
C 2.113 2.646 -2.975 -0.793
H 0.467 0.278 -8.237 0.453
H 2.301 2.159 -8.184 0.419
H 2.851 2.898 -5.756 0.371
H 0.248 -0.133 -3.196 -0.756
H 3.284 4.571 -1.494 0.485
H 3.239 4.728 0.958 0.486
H 2.496 3.818 3.148 0.514
H 0.065 0.310 3.124 -0.473
H -0.332 0.588 5.237 0.513
H 0.008 1.077 7.768 0.413
H 1.847 2.904 8.162 0.469
H 2.612 3.402 -3.568 0.447
C -5.123 -0.787 0.112 -1.215
Ge -3.881 0.742 0.165 0.542
C -4.130 1.876 -1.426 -1.317
C -4.133 1.813 1.795 -1.210
C -2.066 -0.062 -0.180 -0.772
H -6.142 -0.412 0.214 0.471
H -4.943 -1.500 0.917 0.360
H -5.051 -1.308 -0.843 0.358
H -5.063 2.432 -1.344 0.424
H -4.178 1.270 -2.332 0.381
H -3.312 2.590 -1.522 0.396
H -5.014 2.432 1.627 0.434
H -3.285 2.468 1.988 0.381
H -4.318 1.194 2.672 0.392
H -1.768 0.436 -1.110 0.819
H -2.304 -1.133 -0.382 0.056
```

***

(4)
Formula: C41H39BClF5FeN6O4Te
Source: the Open Molecules 2025 dataset
Level of theory: ωB97M-V with the def2-TZVPD basis set

LUMO energy (spin up / spin down): 4.03 / 4.02 eV
gap between HOMO and LUMO (spin up / spin down): 5.34 / 6.17 eV
net charge: -2
spin multiplicity: 5

XYZ file:
```
99
Properties=species:S:1:pos:R:3:mulliken_charge:R:1
Fe 1.764 0.087 1.030 0.782
C -0.819 2.425 5.302 -1.612
C -0.314 1.310 4.452 0.973
C -0.285 -0.033 4.747 -1.630
C 0.255 -0.651 3.605 0.177
N 0.518 0.289 2.696 1.311
N 0.197 1.472 3.213 -0.369
B 0.123 2.764 2.368 -1.271
N 1.481 3.068 1.702 1.292
N 2.338 2.113 1.315 -0.311
C 3.488 2.691 0.929 -0.164
C 3.333 4.093 1.061 -1.186
C 2.062 4.281 1.549 0.358
C 1.411 5.586 1.855 -1.430
C 4.659 1.968 0.539 0.898
C 5.853 2.641 0.333 -0.822
C 7.032 2.010 -0.014 -0.794
C 7.023 0.620 -0.273 -0.585
C 5.908 -0.110 -0.082 -1.136
C 4.646 0.459 0.487 0.707
N -1.015 2.487 1.377 0.792
N -1.208 1.219 1.024 0.283
C -2.285 1.157 0.257 -0.604
C -2.830 2.447 0.123 -1.427
C -1.989 3.266 0.847 0.712
C -2.078 4.745 0.993 -1.574
C -2.584 -0.074 -0.463 2.749
C -3.367 -0.010 -1.581 -1.902
C -3.495 -1.116 -2.538 0.096
C -2.270 -2.790 -1.987 -0.478
C -1.449 -2.318 -0.809 -1.499
C -1.900 -1.222 -0.004 -1.610
C 0.521 -2.070 3.427 0.730
C 0.710 -2.636 2.164 0.838
C 1.003 -3.977 2.036 -1.422
C 1.098 -4.792 3.154 -0.620
C 0.900 -4.242 4.409 -0.634
C 0.622 -2.897 4.545 -1.084
H -1.143 2.033 6.264 0.397
H -0.041 3.169 5.461 0.254
H -1.666 2.916 4.825 0.257
H -0.631 -0.502 5.648 0.468
H -0.160 3.684 3.071 -0.190
H 4.039 4.865 0.830 0.437
H 2.168 6.363 1.932 0.421
H 0.721 5.865 1.059 0.106
H 0.849 5.531 2.785 0.266
H 5.867 3.718 0.437 0.261
H 7.945 2.576 -0.141 0.376
H 7.924 0.157 -0.659 0.353
H 5.884 -1.164 -0.313 0.370
H 4.549 0.080 1.518 0.604
H -3.706 2.746 -0.419 0.416
H -3.076 5.069 0.703 0.428
H -1.883 5.063 2.016 0.335
H -1.359 5.237 0.339 0.120
H -3.801 0.932 -1.877 0.158
H -4.152 -0.843 -3.364 0.439
H -1.975 -3.795 -2.303 0.325
H -0.996 -3.124 -0.231 0.780
H -1.419 -1.112 0.959 0.114
H 0.668 -2.004 1.283 0.165
H 1.178 -4.392 1.054 0.427
H 1.345 -5.839 3.050 0.390
H 0.982 -4.866 5.291 0.347
H 0.519 -2.473 5.535 0.343
F 3.470 -1.539 -0.166 -0.477
C 3.379 -0.123 -0.188 0.948
F 2.872 -0.802 2.389 -0.911
C 3.327 0.196 -1.662 0.954
F 4.523 0.240 -2.330 -0.348
F 2.637 -0.752 -2.347 -0.234
F 2.773 1.388 -1.913 -0.318
C -5.015 -4.443 -5.118 -1.847
C -4.167 -3.526 -4.264 1.296
C -3.066 -2.884 -4.946 -0.884
C -2.129 -2.065 -4.431 0.068
C -1.041 -1.511 -5.282 -1.572
C -2.111 -1.662 -3.011 1.673
Te -0.113 -1.050 -2.202 -0.260
C -3.796 -2.525 -1.955 3.131
C -4.506 -2.634 -0.613 -2.344
C -4.492 -3.374 -2.970 -1.795
H -4.507 -4.685 -6.049 0.382
H -5.968 -3.970 -5.364 0.294
H -5.229 -5.373 -4.595 0.378
H -2.999 -3.112 -6.006 0.217
H -1.139 -1.810 -6.326 0.455
H -0.070 -1.837 -4.893 0.256
H -1.035 -0.426 -5.204 0.199
H -3.966 -2.077 0.148 0.481
H -4.549 -3.680 -0.307 0.475
H -5.522 -2.243 -0.680 0.380
H -5.350 -3.925 -2.596 0.304
O -1.230 1.088 -3.046 -0.585
Cl 0.118 1.647 -3.325 1.089
O -0.052 2.680 -4.368 -0.797
O 0.854 0.514 -3.972 -0.619
O 0.412 0.127 -0.946 0.310
```